Record 1
ORCA calculation (ωB97M-V/def2-TZVPD) on 2 unconnected molecules or ions with the total composition C4H6O2 at a distorted geometry.

Geometry as XYZ:
```
12
C4H6O2 (ωB97M-V/def2-TZVPD)
O -0.02927 -1.75207 1.60088
H 1.05527 -0.03783 1.46210
H 0.38464 -0.67970 -2.61725
O 1.26890 0.64943 -1.13588
C -0.99419 1.12610 -0.19199
H -0.46141 -0.01528 2.52695
H -2.00176 0.73548 -0.24497
C 0.14862 -0.57646 1.80751
H -0.83360 2.12842 0.18650
C -0.02086 0.48008 -0.80367
H 0.91362 -1.47566 -1.03931
C 0.57003 -0.58252 -1.55088
```

## Properties
Relative energy (zero: lowest compared OMol25 entry of this formula, charge and spin) = 342.3 kJ/mol
HOMO-LUMO gap = 0.388 Eh
SMILES = C=C1CO1.C=O
E_HOMO = -9.57 eV
Molecular weight = 86.09 g mol⁻¹
LUMO level = 0.99 eV

---

Record 2
ORCA calculation (ωB97M-V/def2-TZVPD) on a gas-phase ion, C4H8ClN4 (charge +1) at a distorted geometry.

Geometry as XYZ:
```
17
C4H8ClN4 (ωB97M-V/def2-TZVPD)
N -1.66482 1.25373 -0.89170
Cl 2.39073 -1.90147 -1.52239
C 1.46754 0.47398 -0.46598
C 1.80980 -1.01485 -0.01633
H 0.58095 0.95134 1.60329
H 0.90740 -1.59621 0.37418
H 2.36589 1.13737 -0.63793
H 2.57757 -1.00891 0.81848
C 0.39444 1.20191 0.51563
H -3.37928 -1.44446 0.18084
N -0.95898 0.69440 0.07165
C -2.67409 -0.59394 -0.03875
N -2.77569 0.48019 -0.97278
H 0.91698 0.38524 -1.46836
N -1.43293 -0.40671 0.65652
H -0.96504 -0.94448 1.39313
H 0.43953 2.33288 0.40051
```

## Properties
Charge = +1
Relative energy (zero: lowest compared OMol25 entry of this formula, charge and spin) = 420.1 kJ/mol
HOMO-LUMO gap = 0.336 Eh
SMILES = ClCCCn1nnc[nH+]1
E_HOMO = -14.35 eV
Molecular weight = 147.59 g mol⁻¹
LUMO level = -5.22 eV

---

Record 3
ORCA calculation (ωB97M-V/def2-TZVPD) on a molecular structure, C32H36HfN5O5S at a distorted geometry.

Geometry as XYZ:
```
80
C32H36HfN5O5S (ωB97M-V/def2-TZVPD)
C 5.51674 6.00454 16.51420
N 6.96654 6.44612 18.37375
H 9.32871 14.27588 14.06373
H 9.38559 12.33618 8.89414
C 12.70344 10.32278 7.01515
N 10.62252 9.85848 10.04980
O 8.74354 10.95864 12.02976
H 10.69547 10.74790 14.79613
H 13.29710 12.62535 12.21401
H 8.14826 3.82884 16.65469
H 11.50844 16.97012 10.64669
H 14.43408 13.07734 9.14548
C 11.82267 13.13989 13.71958
H 10.96563 15.69725 6.47165
H 9.88490 9.45065 13.93024
H 5.24128 7.55507 18.01295
H 6.00105 4.40458 15.28718
C 13.92321 12.28639 8.61441
C 9.37314 13.25034 13.61701
C 12.09095 10.67323 8.29516
C 12.96087 12.28905 13.20880
C 12.02241 8.84354 12.25039
C 10.36652 15.19177 10.30409
H 13.64456 10.30249 12.83370
C 8.13059 12.50213 13.77053
C 10.46376 14.31411 8.10929
H 5.42990 10.02785 15.06419
C 10.89163 7.96050 11.66561
H 9.98322 7.80471 9.72951
C 12.84715 10.79869 13.39990
C 12.77016 11.63595 9.08106
N 11.54345 10.11441 12.96539
H 14.13069 10.89230 5.49577
H 15.33994 12.40259 7.01010
O 12.29544 12.07503 10.29108
C 7.69339 5.39594 18.02191
Hf 10.62944 11.45899 11.37732
H 11.72890 13.05004 14.81909
N 10.49514 12.76360 13.10495
O 11.97853 18.26258 6.71072
N 9.46306 12.85027 9.80740
C 7.34760 12.83662 14.83495
C 6.37226 11.92944 15.25436
C 14.43475 11.94240 7.38369
H 6.87341 9.37369 13.02503
H 11.37850 7.06422 11.32768
H 5.67239 12.14168 16.11737
H 13.85421 12.52321 13.79656
S 12.41622 17.78387 8.00967
H 10.05374 15.04275 11.29713
H 13.01461 10.60457 14.46011
C 11.32313 16.46773 8.49725
C 7.91231 11.23940 13.04867
H 12.26982 9.51149 6.38982
H 11.97267 14.18698 13.40967
H 9.02815 8.87995 10.87678
C 6.29414 4.91071 16.16943
C 10.93750 15.52089 7.55003
C 6.21508 10.68306 14.63595
C 13.81179 10.99882 6.55715
H 12.69743 9.16707 11.44624
C 5.86833 6.73611 17.64705
C 10.10888 14.14069 9.43255
O 12.53476 18.78563 9.07279
O 13.49867 16.81298 7.85333
H 12.62003 8.31941 12.99643
H 8.58829 5.34932 18.59944
C 10.04223 8.58858 10.52133
H 11.30977 9.04644 14.79465
H 10.60493 9.22828 8.06187
C 6.95554 10.33027 13.53819
H 4.67749 6.37333 15.93114
C 10.83272 9.81777 14.24795
C 11.05047 9.89418 8.81086
H 10.20854 7.62116 12.52474
H 7.53748 13.71440 15.41784
H 10.20295 13.55474 7.38180
C 7.44264 4.59076 16.91163
H 8.53740 13.04416 10.20155
C 11.09138 16.30493 9.88810
```

## Properties
Charge = +1
Relative energy (zero: lowest compared OMol25 entry of this formula, charge and spin) = 0.0 kJ/mol
HOMO-LUMO gap = 0.167 Eh
E_HOMO = -9.30 eV
Molecular weight = 781.23 g mol⁻¹
LUMO level = -4.74 eV

---

Record 4
ORCA calculation (ωB97M-V/def2-TZVPD) on a molecular structure, C39H36AgGeN2O2P at a distorted geometry.

Geometry as XYZ:
```
82
C39H36AgGeN2O2P (ωB97M-V/def2-TZVPD)
H -3.98095 1.07768 7.85401
C -6.15949 1.31114 -1.73613
C -2.06655 1.77563 -0.03229
H -3.50250 -0.27091 5.86387
H -1.83172 5.16589 0.25353
C -4.87129 1.26593 -1.23988
C -4.09109 -0.77376 3.42729
C -0.81628 -1.75028 -0.85507
C -6.45311 0.77277 -2.98240
H 1.60595 0.60144 4.15265
H 3.74054 -0.53848 4.51741
Ge -1.25916 -0.15184 3.60867
C -2.11376 -1.14536 -0.88401
C -3.24591 -3.24558 -0.59999
H -1.83543 -3.06527 2.45906
H 4.83192 -0.74594 2.05360
C -1.77761 3.09913 -0.35233
H 6.29928 -1.38750 1.24334
C -3.28683 -1.86440 -0.71476
H -3.54886 2.36083 2.99781
H -4.16181 0.25750 3.74345
C 1.62288 -0.47911 4.17877
H -3.01028 0.53062 1.43663
C -0.98962 1.00394 2.05498
C 1.72620 -3.22567 4.19074
H 0.14370 1.84734 5.30102
C 3.62975 -0.24046 -0.16951
H -5.65880 -0.23722 -4.70103
H -6.21467 -0.95913 3.21068
C -5.44069 0.17790 -3.72162
C -3.85432 0.64655 -1.95973
H -6.94818 1.76872 -1.14802
N 2.21644 0.70897 -1.91289
O 2.77685 -0.45895 0.65032
Ag -0.03451 -0.19141 0.40175
H -2.37242 2.79886 8.61421
C -0.75354 1.65870 5.87343
C -3.94502 -3.35276 2.50638
H -1.43424 3.33007 -1.35870
H -6.09363 -3.32573 2.51246
H -3.88354 -4.36710 2.13089
C -3.05904 1.23566 7.30300
H -0.47968 1.91863 2.38471
C -2.03083 4.13465 0.52336
H -4.16647 -3.80386 -0.44983
H 4.24224 0.41802 -2.00082
C -2.79256 0.48483 6.17342
C -2.02824 -3.89162 -0.68893
C -2.83115 -1.34658 3.27034
C -1.63166 0.67421 5.42741
C 0.51822 -2.56794 4.03866
C 0.43246 -1.18122 4.00935
C 5.21685 -1.29375 1.19165
H 1.81788 1.52821 -1.44321
H -4.63260 1.69506 -0.27483
P -2.08139 0.62781 -1.40000
H 3.84665 -3.01331 4.47323
H 4.74477 -2.27873 1.18215
H 0.08899 -3.69979 -0.80586
N 3.46978 0.40518 -1.34737
H -3.08926 4.66624 2.33197
C -2.16198 2.20061 7.73325
C -5.25400 -1.45677 3.13436
H -7.46498 0.81412 -3.37340
C 2.83283 -1.11848 4.37136
C -0.85294 -3.15247 -0.76656
C -2.70331 3.84043 1.73499
H -4.24495 -1.36045 -0.64326
C 2.89521 -2.50353 4.35934
H 1.75815 -4.31091 4.16935
C -2.78515 -2.62986 2.73913
C -5.18351 -2.77304 2.71080
H -0.38328 -3.15267 3.93721
H -3.37135 -0.38354 -3.76472
O 4.94648 -0.59734 -0.01328
H -0.28975 3.16129 7.32596
C -4.16061 0.11005 -3.21105
C -2.95347 2.56954 2.11211
C -2.33839 1.40234 1.40430
C -0.99578 2.40246 7.00838
H 1.53754 -0.05906 -1.73072
H -1.99552 -4.98089 -0.67544
```

## Properties
Charge = -2
HOMO-LUMO gap = 0.139 Eh
E_HOMO = 0.48 eV
Molecular weight = 776.18 g mol⁻¹
LUMO level = 4.26 eV

---

Record 5
ORCA calculation (ωB97M-V/def2-TZVPD) on a gas-phase ion, C6H5N2O3S (charge -1) at a distorted geometry.

Geometry as XYZ:
```
17
C6H5N2O3S (ωB97M-V/def2-TZVPD)
O -1.81068 -1.67435 0.53403
S -3.33173 0.11285 -0.14382
C -0.69863 -1.09362 -0.44046
H 2.67042 0.15166 0.97643
H 0.91531 1.78722 0.87563
C 1.74050 -0.10222 0.58313
N 1.58152 -1.45526 0.30886
O -3.82714 0.65074 1.15930
H -1.76494 2.19204 0.22496
C 0.46609 -1.91508 -0.08683
H -1.18640 -1.37802 -1.44332
C -1.66818 1.17094 -0.26485
H 0.24136 -2.93797 -0.44906
O -4.20345 0.42172 -1.26319
C 0.66636 0.81542 0.45267
C -0.61639 0.33033 -0.03570
N -3.10053 -1.54727 -0.00774
```

## Properties
Charge = -1
HOMO-LUMO gap (alpha / beta) = 0.230 / 0.229 Eh
E_HOMO (alpha / beta) = -2.45 / -4.37 eV
Molecular weight = 185.18 g mol⁻¹
2S+1 = 3
LUMO level (alpha / beta) = 3.81 / 1.86 eV